Record 1
# C5H10O

A cluster of 3 separate species, C5H10O in total (ωB97M-V with the def2-TZVPD basis set, the OMol25 dataset).

Geometry (Å):
C1 -0.850815 0.642347 0.888831
C2 -1.712526 0.996343 -0.005720
C3 -1.598676 -0.475987 0.228800
H1 -0.213104 0.940383 1.702387
H2 -2.277901 1.773014 -0.488991
H3 -1.107803 -1.115703 -0.514865
H4 -2.399238 -0.972090 0.779430
H5 -0.334570 0.694853 -2.155774
H6 -1.028294 0.952763 -2.079515
C4 1.710639 -0.975400 0.664484
C5 1.508108 0.166923 -0.290231
O1 1.314456 -0.017499 -1.470238
H7 1.029845 -1.793093 0.415080
H8 1.590951 -0.686849 1.710008
H9 2.737137 -1.322983 0.506823
H10 1.631793 1.192976 0.109493

Forces on atoms 1 to 3 (eV/Å):
C -0.446 0.268 0.157
C -0.059 0.107 0.485
C -0.168 -0.307 0.000

Computed properties:
Multiplicity: 1
Energy relative to the best compared isomer or geometry (same formula, charge and spin), kcal/mol: 106.9
HOMO-LUMO gap, eV: 10.44
Total charge: 0
HOMO energy, Eh: -0.3498
SMILES: C1=CC1.[H][H].CC=O

Record 2
# C2H6N4

An isolated molecule of C2H6N4 (ωB97M-V with the def2-TZVPD basis set, the OMol25 dataset).

Geometry (Å):
N1 -2.732575 -0.040206 0.095938
C1 -1.576259 0.011441 0.055637
C2 -0.106820 -0.027456 0.062360
N2 0.429056 -1.197336 0.813213
N3 0.272910 -0.105558 -1.331654
N4 0.536120 1.125336 0.732660
H1 1.487171 -1.019854 0.754383
H2 0.243915 -2.179861 0.373152
H3 -0.217560 0.504618 -2.030487
H4 1.235532 -0.018270 -1.359246
H5 0.247134 1.877174 0.125654
H6 0.181373 1.069974 1.708395

Forces on atoms 1 to 3 (eV/Å):
N 1.346 0.278 -0.162
C -1.843 -0.566 0.746
C 1.380 -1.015 -0.246

Computed properties:
Multiplicity: 1
Energy relative to the best compared isomer or geometry (same formula, charge and spin), kcal/mol: 29.5
HOMO-LUMO gap, eV: 10.82
Total charge: 0
HOMO energy, Eh: -0.3687
SMILES: N#CC(N)(N)N

Record 3
# C42H40NP2Rh

A structure of composition C42H40NP2Rh (ωB97M-V with the def2-TZVPD basis set, the OMol25 dataset).

Geometry (Å):
C1 1.657168 1.267494 -2.265312
C2 2.064839 0.446646 -1.213719
C3 2.846824 -0.687099 -1.450661
C4 3.359558 -0.910216 -2.723926
C5 3.090892 -0.008517 -3.735939
C6 2.231646 1.068035 -3.524813
P1 1.446950 0.791693 0.448508
C7 2.812425 0.172894 1.509003
C8 2.691930 -1.086521 2.115530
C9 3.726709 -1.594103 2.910270
C10 4.896178 -0.849739 3.072918
C11 5.048769 0.385275 2.440376
C12 4.007276 0.896619 1.659264
Rh1 -0.426660 -0.102566 0.923408
P2 -1.578067 -0.612000 -0.771408
C13 -0.702552 -1.866188 -1.743452
C14 -0.635651 -1.747301 -3.131327
C15 0.117875 -2.658916 -3.870143
C16 0.716954 -3.750516 -3.230228
C17 0.649489 -3.871527 -1.844909
C18 -0.035517 -2.918791 -1.091899
C19 -3.155082 -1.392329 -0.261475
C20 -4.004308 -0.658698 0.585806
C21 -5.220533 -1.207030 1.005306
C22 -5.578545 -2.502732 0.605296
C23 -4.708386 -3.254461 -0.191828
C24 -3.489753 -2.712517 -0.619657
C25 -2.192025 0.767004 -1.800539
C26 -1.899297 2.082135 -1.405607
C27 -2.319171 3.156812 -2.197836
C28 -3.053573 2.919305 -3.363255
C29 -3.420793 1.616750 -3.710529
C30 -3.017065 0.534429 -2.921131
C31 1.489465 2.629237 0.601267
C32 2.486390 3.402050 -0.034021
C33 2.550580 4.783684 0.188329
C34 1.589860 5.400321 0.996369
C35 0.547314 4.662022 1.568086
C36 0.489441 3.279470 1.347846
H1 -3.690628 0.327654 0.951689
H2 -5.875514 -0.628339 1.659988
H3 -6.530563 -2.933196 0.929043
H4 -4.946383 -4.289823 -0.454903
H5 -2.792724 -3.317512 -1.211570
H6 -1.186974 -0.946319 -3.611735
H7 0.241815 -2.512241 -4.946137
H8 1.252071 -4.494651 -3.817671
H9 1.138416 -4.706945 -1.341221
H10 -0.041088 -2.970380 -0.002984
H11 -1.350082 2.256759 -0.471867
H12 -2.071969 4.177367 -1.897891
H13 -3.357150 3.754536 -3.993665
H14 -4.020608 1.434584 -4.603547
H15 -3.334657 -0.481798 -3.176221
H16 3.200139 2.930783 -0.714035
H17 3.340534 5.372883 -0.289095
H18 1.644978 6.473217 1.168131
H19 -0.221024 5.151213 2.175162
H20 -0.353492 2.703943 1.746989
H21 1.777896 -1.668846 1.944614
H22 3.625691 -2.573898 3.383910
H23 5.702166 -1.242810 3.685246
H24 5.977629 0.949928 2.545638
H25 4.133693 1.848975 1.144100
H26 3.069610 -1.382757 -0.645897
H27 3.941787 -1.794380 -2.951418
H28 3.515885 -0.199100 -4.720036
H29 2.007147 1.747690 -4.343376
H30 0.894347 2.033492 -2.094554
H31 -0.267790 0.219084 -4.750097
H32 -0.304878 0.670313 -4.154903
C37 0.789511 1.332154 4.017201
C38 -0.114518 0.169443 4.056032
C39 -0.528550 -0.515394 5.245207
C40 -1.302282 -1.604092 4.837061
C41 -1.320433 -1.604786 3.417086
C42 -1.929295 -2.651119 2.576869
N1 -0.633648 -0.503338 2.966435
H33 1.700129 1.145553 3.419966
H34 1.107891 1.526066 5.050664
H35 0.333006 2.248229 3.619264
H36 -0.234093 -0.203009 6.238987
H37 -1.812009 -2.348362 5.435553
H38 -1.625466 -3.631596 2.970552
H39 -3.025188 -2.539543 2.615133
H40 -1.604887 -2.599741 1.518334

Forces on atoms 1 to 3 (eV/Å):
C 0.228 0.000 -0.529
C -0.692 -0.371 -0.073
C 0.289 -0.091 -0.107

Computed properties:
Multiplicity: 5
HOMO-LUMO gap (alpha / beta), eV: 7.86 / 5.84
Total charge: +2
⟨S²⟩: 6.0191
HOMO energy (alpha / beta), Eh: -0.4790 / -0.5222

Record 4
# C67H145N7O11

A cluster of 9 separate species, C67H145N7O11 in total (ωB97M-V with the def2-TZVPD basis set, the OMol25 dataset).

Geometry (Å):
C1 -5.559063 -0.655802 1.915030
C2 -4.303233 -0.488662 1.026300
C3 -3.238383 0.431128 1.654640
C4 -3.691153 -1.850442 0.731610
C5 -4.598593 -2.845492 -0.011400
C6 -4.996853 -2.166002 -1.352960
C7 -5.495353 -0.729662 -1.284570
C8 -5.156403 -0.002472 -2.680350
C9 -7.004183 -0.644792 -1.060830
N1 -4.623293 0.048808 -0.311610
O1 -5.050393 1.369968 -0.333880
H1 -6.249673 0.186518 1.874560
H2 -6.139043 -1.569322 1.783870
H3 -5.083843 -0.749452 2.891500
H4 -2.707893 0.086578 2.542320
H5 -2.453813 0.497118 0.900860
H6 -3.557143 1.450518 1.872200
H7 -2.908593 -1.794952 -0.025090
H8 -3.306773 -2.340612 1.626080
H9 -4.067163 -3.736282 -0.346330
H10 -5.573813 -3.103132 0.401720
H11 -5.715993 -2.745722 -1.931630
H12 -4.040293 -2.127082 -1.874100
H13 -5.425203 -0.606262 -3.547110
H14 -4.095123 0.230018 -2.768330
H15 -5.850533 0.816318 -2.869740
H16 -7.373463 0.367968 -1.222210
H17 -7.348223 -0.802052 -0.038570
H18 -7.621963 -1.316322 -1.657060
H19 -4.326403 1.820108 -0.775250
C10 5.284477 -3.298322 4.843620
C11 6.341327 -3.383702 3.632490
C12 7.742337 -3.080072 4.218790
C13 6.506357 -4.902882 3.083670
C14 5.387367 -5.342542 2.140400
C15 5.321337 -4.303012 0.963850
C16 5.091417 -2.817142 1.465200
C17 5.360357 -1.959402 0.196660
C18 3.554277 -2.682712 1.850950
N2 6.092257 -2.478462 2.480270
O2 5.885887 -1.203822 2.858670
H20 5.359297 -4.173472 5.489070
H21 5.215877 -2.355232 5.385820
H22 4.266607 -3.432382 4.477460
H23 7.976557 -3.823422 4.980810
H24 8.554907 -3.150802 3.495730
H25 7.795417 -2.080062 4.649200
H26 7.452997 -5.208592 2.638110
H27 6.479957 -5.617092 3.906650
H28 5.555937 -6.378392 1.845960
H29 4.404137 -5.297622 2.608730
H30 4.576307 -4.511722 0.196070
H31 6.262047 -4.384062 0.419260
H32 4.798877 -1.027152 0.258010
H33 4.939227 -2.507262 -0.646300
H34 6.401687 -1.709212 -0.006190
H35 3.179177 -3.673852 2.105950
H36 3.051497 -2.362912 0.938240
H37 3.370117 -2.026862 2.701860
H38 6.586257 -0.752932 2.381400
C19 1.581687 6.805118 -0.346680
C20 1.885047 5.335398 -0.201990
C21 1.910717 4.734848 -1.629620
C22 3.306697 5.043428 0.383170
C23 3.400137 5.374758 1.886550
C24 2.410197 4.422738 2.594360
C25 0.902917 4.695258 2.169310
C26 0.153757 3.467988 2.727830
C27 0.410637 6.028478 2.706400
N3 0.932637 4.585848 0.681570
O3 -0.293573 4.378178 0.049920
H39 0.730327 7.026398 -0.990370
H40 1.487707 7.340438 0.598140
H41 2.376307 7.312428 -0.893790
H42 2.520517 5.375028 -2.267130
H43 2.227207 3.699628 -1.757090
H44 0.903007 4.889958 -2.015070
H45 3.609607 4.001828 0.276340
H46 4.036077 5.746948 -0.018320
H47 4.390897 5.109348 2.255400
H48 3.318107 6.457218 1.984750
H49 2.578797 4.524098 3.666460
H50 2.883427 3.485948 2.300110
H51 0.601457 2.474178 2.730730
H52 -0.904683 3.469748 2.467420
H53 0.167497 3.608718 3.808620
H54 -0.323443 6.506988 2.058120
H55 1.222667 6.730718 2.895020
H56 -0.076843 5.913818 3.674540
H57 -0.677633 5.241308 0.220490
C28 1.151057 -2.643222 4.303990
C29 -0.231303 -2.165762 4.945250
C30 -1.287653 -2.527442 3.971760
C31 -0.263763 -2.874752 6.341210
C32 -1.505083 -2.567082 7.207990
C33 -1.493863 -1.046072 7.498140
C34 -1.333673 -0.143752 6.265070
C35 -2.731873 0.170838 5.583430
C36 -0.813883 1.208068 6.766720
N4 -0.248303 -0.734842 5.297140
O4 -0.099083 0.062618 4.211720
H58 1.230797 -3.691402 4.015810
H59 1.279137 -2.067662 3.387250
H60 1.932237 -2.347632 5.004340
H61 -1.277963 -3.606252 3.816270
H62 -2.327573 -2.281352 4.186450
H63 -1.237843 -2.011252 3.013030
H64 -0.248543 -3.945352 6.137050
H65 0.652187 -2.702472 6.906420
H66 -2.458363 -2.703692 6.697400
H67 -1.607123 -3.199352 8.089990
H68 -0.754123 -0.787302 8.255720
H69 -2.438163 -0.879162 8.016340
H70 -3.286033 0.814178 6.266890
H71 -3.366103 -0.692442 5.381920
H72 -2.602463 0.782608 4.690630
H73 -0.720543 1.953968 5.977410
H74 0.113717 1.213218 7.339120
H75 -1.542313 1.638148 7.454120
H76 0.739167 0.515038 4.331110
C37 -2.610073 6.983318 -0.163140
C38 -3.303703 6.271968 -1.311670
C39 -4.846143 6.486738 -1.251220
C40 -2.727323 7.055248 -2.545550
C41 -2.826463 6.385178 -3.871330
C42 -2.289143 4.985528 -3.796370
C43 -2.910683 4.105088 -2.650980
C44 -4.410623 3.808198 -2.985110
C45 -2.027423 2.845748 -2.610500
N5 -2.896273 4.852828 -1.420410
O5 -3.364643 4.022758 -0.346990
H77 -1.594533 6.646958 0.045780
H78 -2.455733 8.054348 -0.294210
H79 -3.230103 6.859458 0.724730
H80 -5.479993 6.044858 -2.020030
H81 -5.232433 5.925498 -0.400400
H82 -5.159953 7.502698 -1.011560
H83 -3.303973 7.980188 -2.553090
H84 -1.713373 7.430318 -2.406520
H85 -3.797983 6.410838 -4.364880
H86 -2.277533 7.026688 -4.560720
H87 -1.223163 5.122058 -3.614270
H88 -2.350923 4.540948 -4.789660
H89 -4.492273 2.818788 -3.435120
H90 -4.858023 4.586618 -3.603170
H91 -5.047893 3.672848 -2.111230
H92 -0.998553 3.114778 -2.371460
H93 -2.005873 2.457798 -3.628900
H94 -2.321633 2.017218 -1.966230
H95 -2.689253 3.348318 -0.244150
C46 2.540397 -6.792742 1.180190
C47 1.070207 -7.193092 0.589590
C48 0.796787 -8.676012 0.833330
C49 -0.013803 -6.378212 1.402800
C50 -0.177643 -4.914782 0.987730
C51 -0.493073 -4.829522 -0.547720
C52 0.611617 -5.434572 -1.405350
C53 0.028187 -5.509232 -2.857950
C54 1.867107 -4.531562 -1.417090
N6 0.862577 -6.824012 -0.858490
O6 1.688847 -7.470322 -1.702150
H96 2.800217 -7.251482 2.134200
H97 3.320767 -6.949452 0.435490
H98 2.652987 -5.709372 1.221770
H99 1.309277 -9.339992 0.137210
H100 0.918427 -9.091262 1.833770
H101 -0.252173 -8.863632 0.604050
H102 -0.985203 -6.871102 1.442170
H103 0.243357 -6.407132 2.461640
H104 -0.984713 -4.464002 1.565270
H105 0.784317 -4.486672 1.269610
H106 -0.604013 -3.764632 -0.752180
H107 -1.442583 -5.358952 -0.626640
H108 -0.899823 -6.064422 -2.994580
H109 0.642577 -6.101742 -3.535860
H110 -0.076903 -4.440742 -3.046050
H111 1.705507 -3.512812 -1.769420
H112 2.630957 -4.924672 -2.087990
H113 2.429987 -4.498252 -0.484270
H114 2.528987 -7.057392 -1.489440
C55 0.865497 1.026828 -7.705700
C56 0.164327 1.426068 -6.391900
C57 0.914467 2.615988 -5.709910
C58 -1.252443 1.982718 -6.676320
C59 -2.386593 1.011748 -6.756820
C60 -2.287973 0.107188 -5.581300
C61 -1.003873 -0.676712 -5.385930
C62 -1.059123 -1.350012 -3.976490
C63 -0.895523 -1.691132 -6.494580
N7 0.103707 0.343018 -5.365320
O7 1.330567 -0.171562 -5.020290
H115 0.705047 1.764738 -8.491740
H116 1.920227 1.004428 -7.431590
H117 0.625927 0.009188 -8.014090
H118 1.906827 2.242178 -5.457760
H119 1.013297 3.553968 -6.256280
H120 0.435437 2.807248 -4.749680
H121 -1.574033 2.729158 -5.950030
H122 -1.227853 2.432218 -7.669010
H123 -3.355663 1.510188 -6.733410
H124 -2.168523 0.541108 -7.715490
H125 -3.123053 -0.592102 -5.623140
H126 -2.501893 0.597328 -4.631510
H127 -1.957853 -1.924352 -3.751730
H128 -1.004633 -0.692822 -3.108600
H129 -0.217633 -2.012772 -3.774680
H130 -1.236243 -1.333232 -7.466130
H131 -1.628353 -2.469582 -6.282280
H132 0.135387 -2.038902 -6.560770
H133 1.542487 0.364878 -4.252880
O8 5.496057 1.223098 -1.679150
C64 4.214797 1.825938 -1.756230
C65 3.401967 0.977068 -2.709470
O9 2.013397 1.271448 -2.732670
H134 5.814447 1.149678 -2.581830
H135 3.709757 1.957828 -0.799340
H136 4.432957 2.831178 -2.116790
H137 3.598937 -0.073622 -2.496500
H138 3.762557 1.237278 -3.704640
H139 1.705517 1.595368 -1.883030
O10 0.782987 -0.926522 -1.265950
C66 0.572597 -0.613592 0.134580
C67 0.217017 0.917118 0.272390
O11 1.322797 1.823468 0.151410
H140 1.579217 -0.475112 -1.555520
H141 -0.315133 -1.170772 0.433890
H142 1.369717 -0.895732 0.822410
H143 -0.117253 0.965518 1.308740
H144 -0.649393 1.252988 -0.297380
H145 1.120787 2.725608 0.410110

Forces on atoms 1 to 3 (eV/Å):
C 0.949 -0.047 0.730
C -1.285 0.108 -0.588
C 0.382 0.113 -0.604

Computed properties:
Multiplicity: 1
Energy relative to the best compared isomer or geometry (same formula, charge and spin), kcal/mol: 40.9
HOMO-LUMO gap, eV: 7.98
Total charge: 0
HOMO energy, Eh: -0.2785
SMILES: CC1(C)CCCC(C)(C)N1O.CC1(C)CCCC(C)(C)N1O.CC1(C)CCCC(C)(C)N1O.CC1(C)CCCC(C)(C)N1O.CC1(C)CCCC(C)(C)N1O.CC1(C)CCCC(C)(C)N1O.CC1(C)CCCC(C)(C)N1O.OCCO.OCCO

Q: Which value of multiplicity does entry 1 give?
A: 1